C50H118BN6O23 | ωB97M-V/def2-TZVPD

The geometry in XYZ format:
```
198
Properties=species:S:1:pos:R:3:forces:R:3:lowdin_charge:R:1
O -21.63741 -2.68005 6.91075 -0.060 1.516 -3.239 0.0844
C -21.79697 -2.27662 5.73583 -1.550 -2.194 4.430 -0.3453
O -20.93613 -2.20755 4.79049 1.526 0.382 0.506 0.2639
B -21.56457 -1.81000 3.55840 0.502 -0.101 -1.328 -0.9469
O -22.98103 -1.85122 3.80802 -0.802 0.014 0.557 0.2353
C -23.21717 -2.05091 5.11972 -1.829 0.209 -0.146 -0.3138
O -24.33139 -2.08657 5.63019 2.757 -0.020 -0.855 0.1144
O -21.06232 -2.68551 2.49589 -0.837 -1.190 0.690 0.2259
C -20.50760 -2.02255 1.51841 -0.072 -1.185 -0.878 -0.3796
O -20.17858 -2.51028 0.46701 0.170 0.621 0.458 0.1495
C -20.49070 -0.57795 1.95566 1.094 1.310 -3.201 -0.3683
O -21.13734 -0.48018 3.06663 -0.094 1.294 1.055 0.2528
O -20.02162 0.27611 1.20181 -0.923 -0.598 2.064 0.1021
C -23.49446 2.51792 1.77689 -0.974 -1.046 -0.309 -0.0636
C -22.35608 2.96029 2.65413 -0.452 1.239 -1.499 -0.4795
C -21.18962 3.53317 1.84488 0.246 -1.133 0.362 -0.0509
O -22.86973 4.03394 3.44200 0.165 -0.093 1.317 -0.0673
H -23.79246 3.24928 1.02562 0.336 0.193 -0.164 0.0818
H -24.39680 2.34265 2.36269 0.021 0.138 0.368 0.0625
H -23.35664 1.55241 1.29017 0.462 0.064 -0.263 0.0828
H -22.04194 2.11176 3.26193 0.084 0.371 0.396 0.1241
H -20.44982 3.86605 2.57289 0.159 0.199 -0.241 0.0796
H -21.47143 4.34209 1.17085 -0.242 0.097 0.206 0.0769
H -20.75954 2.73135 1.24470 0.222 0.014 -0.053 0.0569
H -23.43999 4.57376 2.88973 0.016 -0.061 -0.131 0.0802
C -18.98520 -5.60843 -0.34125 -0.477 0.007 0.210 -0.0636
C -17.69661 -4.96163 -0.72317 1.954 -0.417 0.087 -0.4861
C -16.45476 -5.70381 -0.12680 -0.538 0.167 -0.643 -0.0457
O -17.50539 -4.89279 -2.12330 -0.245 0.117 -0.858 -0.0603
H -18.99225 -6.68735 -0.49610 0.048 -0.105 -0.416 0.0807
H -19.75347 -5.10178 -0.92535 -0.330 -0.269 0.201 0.0738
H -19.18585 -5.48742 0.72327 -0.088 0.298 0.025 0.0733
H -17.71606 -3.89957 -0.47872 0.073 -0.050 0.540 0.1240
H -16.62843 -5.98499 0.91189 0.454 0.297 0.113 0.0728
H -15.51202 -5.21275 -0.36804 -0.133 0.729 0.759 0.0724
H -16.25223 -6.62118 -0.67953 -0.744 -0.516 -0.095 0.0639
H -17.47578 -5.77526 -2.50009 -0.013 -0.224 0.087 0.0818
C -17.75293 -2.54162 7.23198 -0.831 2.548 0.374 -0.0741
C -17.42372 -3.65012 8.17322 -2.266 -2.103 -1.755 -0.4770
C -18.49253 -4.80331 8.02342 -0.082 0.513 0.794 -0.0417
O -16.21975 -4.13996 7.70352 2.313 -0.899 0.482 -0.0551
H -17.99713 -2.77428 6.19548 0.182 -0.842 0.035 0.0768
H -16.92646 -1.83157 7.20229 0.255 -0.025 -0.026 0.0835
H -18.60073 -1.92258 7.52545 -0.287 -0.131 0.304 0.0673
H -17.36072 -3.41899 9.23657 0.263 0.424 -0.210 0.1443
H -18.35734 -5.58213 8.77393 0.022 0.159 0.266 0.0627
H -18.49548 -5.35285 7.08209 0.435 0.462 -0.428 0.0767
H -19.49456 -4.38699 8.12691 -0.106 0.010 0.143 0.0538
H -16.30812 -4.24636 6.75354 0.045 -0.068 -0.044 0.0860
C -24.92003 2.98581 7.04347 1.078 -1.404 0.339 -0.0626
C -25.48664 2.51271 5.69874 1.076 0.854 0.890 -0.4945
C -24.82498 1.25916 5.05743 -0.276 0.539 0.622 -0.0251
O -26.85642 2.37974 5.87891 -1.716 -0.154 -0.729 -0.0484
H -25.35484 3.86261 7.52331 -0.103 0.318 -0.837 0.0757
H -23.84497 3.08340 6.89240 0.158 0.379 0.361 0.0759
H -25.06082 2.22741 7.81361 0.100 -0.481 0.027 0.0632
H -25.33169 3.42641 5.12495 -0.245 -0.361 -0.923 0.1235
H -23.75113 1.34112 4.88944 0.018 0.403 0.022 0.0722
H -25.28865 1.01354 4.10204 -0.109 0.109 0.056 0.0786
H -24.94302 0.39636 5.71298 -0.201 -0.069 0.110 0.0606
H -27.07403 1.57639 6.35732 0.247 -0.160 0.067 0.0908
C -24.16085 -1.71117 15.67996 0.854 1.242 -0.413 -0.0597
O -22.99773 -0.81380 15.66712 -0.414 -2.191 -0.764 -0.2024
C -23.36276 0.53924 15.64307 -0.983 0.193 0.129 -0.2628
C -22.35707 1.30191 14.83823 1.160 -0.614 0.189 -0.2338
N -22.44342 0.98389 13.42705 0.109 -0.028 -0.141 -0.0687
C -21.26561 1.45169 12.69595 -1.357 -1.139 -0.866 -0.1963
C -21.35976 0.95383 11.21680 0.036 0.463 0.124 -0.1901
O -21.01204 -0.43391 10.97218 -0.665 1.430 1.059 -0.1891
C -20.82161 -0.78766 9.61832 1.059 -0.194 0.113 -0.1260
H -24.74871 -1.53513 14.77911 -0.439 0.522 0.159 0.0729
H -24.68535 -1.48485 16.60828 -0.443 -0.403 -0.139 0.0846
H -23.93076 -2.76882 15.55132 0.812 0.175 0.642 0.0841
H -23.43743 0.82244 16.69298 -0.032 0.750 0.027 0.1218
H -24.32832 0.66434 15.15303 -0.368 -0.010 0.091 0.1155
H -21.41341 0.94537 15.25112 0.658 0.010 0.069 0.1127
H -22.31241 2.38273 14.97212 -0.617 0.079 0.105 0.1223
H -22.46072 -0.01628 13.28758 -0.220 -0.317 0.343 0.1050
H -20.33528 1.11674 13.15463 0.312 0.030 0.034 0.1163
H -21.35168 2.53757 12.73529 0.493 0.135 -0.404 0.1146
H -20.76596 1.70179 10.69138 0.746 -0.527 -0.644 0.1077
H -22.36314 1.13549 10.83168 -0.345 -0.103 0.233 0.1135
H -20.51915 -1.83463 9.63998 0.019 0.005 -0.064 0.0877
H -19.98121 -0.19863 9.25107 0.101 0.045 -0.410 0.0845
H -21.64127 -0.72950 8.90216 -0.478 0.401 0.429 0.0638
C -19.61322 2.95105 -2.71976 -0.924 -0.462 0.727 -0.1088
O -19.57942 1.52866 -2.68716 0.307 0.336 0.328 -0.1910
C -20.82746 0.84288 -2.75832 0.443 -0.166 -0.905 -0.2124
C -20.66305 -0.63824 -2.41931 0.032 0.618 -0.582 -0.1961
N -20.17615 -1.43388 -3.58471 -0.437 -0.288 1.645 -0.0262
C -20.14079 -2.83476 -3.12593 0.663 -0.324 -0.817 -0.2104
C -19.87486 -3.81126 -4.30275 0.379 1.843 0.273 -0.2023
O -18.72986 -3.28563 -5.01979 -0.697 -0.953 -0.116 -0.1855
C -18.31498 -4.24259 -5.97960 0.937 -0.403 1.568 -0.1283
H -19.83087 3.41654 -3.68103 0.055 -0.373 -0.468 0.0761
H -18.69205 3.38507 -2.33095 0.191 -0.462 -0.086 0.0796
H -20.41069 3.26905 -2.04818 -0.161 0.298 0.194 0.0736
H -21.15974 0.94181 -3.79171 -0.286 -0.177 -0.376 0.1120
H -21.64979 1.25469 -2.17326 0.323 0.489 0.624 0.1118
H -21.63689 -1.01574 -2.10748 -0.449 -0.029 0.066 0.1087
H -20.05907 -0.73402 -1.51702 0.493 -0.178 -0.346 0.0951
H -20.95503 -1.42279 -4.22762 -0.078 0.311 -0.507 0.0969
H -21.04673 -3.11038 -2.58610 -0.522 -0.225 -0.113 0.1071
H -19.36460 -2.94509 -2.36866 0.331 0.046 -0.248 0.1028
H -20.67006 -3.85683 -5.04684 -0.585 0.199 0.073 0.1078
H -19.79972 -4.82224 -3.90229 0.743 -0.184 -0.019 0.1050
H -19.11672 -4.64333 -6.59985 -0.055 0.303 -0.327 0.0815
H -17.90732 -5.05619 -5.37962 -0.135 -0.767 -0.099 0.0711
H -17.41440 -3.92233 -6.50350 -0.512 0.615 -0.431 0.0850
C -19.15713 -13.82315 3.26181 -0.487 -0.839 -0.151 -0.1225
O -20.29520 -13.08685 3.70168 0.837 0.548 -0.065 -0.1876
C -21.12292 -12.54713 2.66493 0.516 -0.721 -0.170 -0.2250
C -21.99557 -11.41967 3.18441 0.697 0.431 -0.489 -0.2100
N -21.20914 -10.17061 3.33336 -1.473 0.252 -0.220 -0.0537
C -22.17184 -9.02597 3.47826 1.849 0.631 -0.068 -0.1767
C -21.40476 -7.65550 3.44961 -1.205 -1.384 0.490 -0.2223
O -22.41969 -6.69471 3.55804 -0.140 0.813 -0.223 -0.2094
C -21.96051 -5.36492 3.33801 0.180 -0.220 -0.034 -0.0824
H -18.40320 -13.38610 2.60708 -0.316 1.159 -0.037 0.0808
H -19.48443 -14.68569 2.68130 -0.226 -0.383 0.026 0.0765
H -18.59136 -14.20085 4.11349 -0.397 0.156 0.264 0.0824
H -21.68472 -13.36387 2.21170 -0.611 -0.236 0.277 0.1125
H -20.50366 -12.23203 1.82509 0.219 0.641 0.104 0.1158
H -22.50626 -11.68124 4.11117 -0.028 -0.307 0.155 0.1198
H -22.77154 -11.19712 2.45198 -0.009 -0.230 -0.153 0.1126
H -20.74946 -10.25950 4.22829 0.388 0.137 0.084 0.0988
H -22.68722 -9.11848 4.43425 -0.360 0.257 0.035 0.1132
H -22.89800 -8.94582 2.66934 0.052 -0.552 -0.063 0.1155
H -20.82422 -7.51743 2.53746 0.107 -0.162 -0.106 0.1173
H -20.75683 -7.64979 4.32611 0.451 0.329 0.114 0.1124
H -21.23967 -5.06743 4.09958 0.104 0.052 0.245 0.0889
H -22.79105 -4.65905 3.34419 -0.158 -0.309 0.099 0.0966
H -21.45764 -5.26148 2.37649 -0.004 -0.125 -0.179 0.0812
C -26.42130 -5.97439 8.03169 0.718 -1.366 -0.515 -0.0963
O -25.16333 -6.61421 7.69278 -0.384 0.614 -0.517 -0.1882
C -24.18288 -5.62270 7.34093 1.170 -0.661 0.219 -0.1933
C -22.85009 -6.26470 6.79475 -1.684 -0.573 0.411 -0.1878
N -22.27438 -7.30200 7.64372 0.316 0.484 1.388 -0.0501
C -21.72082 -6.74279 8.91584 0.209 -0.537 -0.102 -0.1665
C -20.88066 -7.74627 9.71566 -0.482 -0.389 0.307 -0.2320
O -19.92638 -7.09334 10.52685 0.619 -0.113 0.467 -0.1881
C -19.32455 -8.01487 11.42844 0.079 -0.064 -0.041 -0.1203
H -26.38901 -5.64520 9.07029 0.027 1.002 -0.296 0.0886
H -27.24226 -6.69136 8.02306 0.326 -0.668 -0.060 0.0766
H -26.68813 -5.32151 7.20064 0.122 0.911 0.586 0.0820
H -24.00716 -5.01358 8.22761 0.270 0.148 0.159 0.1031
H -24.49572 -4.93079 6.55895 -0.505 -0.031 -0.171 0.1078
H -22.09707 -5.51637 6.54763 -0.210 0.641 0.101 0.1025
H -23.10872 -6.78139 5.87050 -0.080 0.189 -0.136 0.0990
H -21.51013 -7.65586 7.08622 0.339 -0.326 0.240 0.0868
H -22.50742 -6.45767 9.61445 -0.396 0.170 -0.470 0.1184
H -21.11533 -5.85149 8.75132 0.174 0.166 -0.143 0.0960
H -20.42071 -8.52373 9.10566 0.327 0.060 -0.450 0.1165
H -21.50599 -8.29182 10.42237 -0.533 -0.234 -0.159 0.1118
H -18.62310 -7.52574 12.10432 -0.011 0.372 -0.371 0.0854
H -18.80457 -8.82089 10.91069 0.274 0.048 -0.370 0.0817
H -20.02139 -8.54546 12.07727 -0.654 0.209 0.005 0.0781
C -29.57115 -4.37005 8.47817 -0.655 0.878 0.320 -0.0990
O -28.92853 -4.17724 9.71871 0.780 0.278 0.922 -0.1952
C -29.48936 -3.23410 10.63748 -1.012 0.365 0.018 -0.2211
C -28.70750 -3.11137 11.96232 0.216 -0.977 -1.633 -0.2013
N -27.30914 -2.86340 11.66810 0.828 -0.224 0.882 -0.0700
C -26.97314 -1.44378 11.47179 -1.743 -1.805 -0.733 -0.2088
C -25.62643 -1.25170 10.86151 0.424 0.567 -0.458 -0.2096
O -25.50582 -1.96845 9.62000 -1.048 -0.179 1.128 -0.1681
C -24.28397 -1.86117 8.95435 1.097 0.502 0.135 -0.1167
H -28.88817 -4.74499 7.71591 0.126 -0.227 0.440 0.0706
H -29.95101 -3.42267 8.09568 -0.028 0.276 -0.081 0.0847
H -30.44263 -5.01274 8.60294 -0.005 -0.333 -0.114 0.0857
H -30.52251 -3.48440 10.87840 -0.301 -0.444 0.012 0.1129
H -29.58306 -2.22514 10.23582 0.348 0.116 -0.739 0.1074
H -28.81777 -4.08149 12.44689 0.125 0.066 0.447 0.1083
H -29.14934 -2.32140 12.56964 -0.013 -0.039 0.031 0.1174
H -27.10238 -3.38793 10.83011 0.340 0.030 -0.161 0.0839
H -27.12392 -0.99015 12.45138 0.399 0.540 -0.200 0.1205
H -27.72863 -1.11106 10.76001 -0.084 1.018 -0.059 0.1073
H -24.88825 -1.47914 11.63057 0.584 -0.557 -0.337 0.1189
H -25.53589 -0.18274 10.66857 0.222 0.289 -0.135 0.1202
H -24.13536 -0.90851 8.44596 -0.395 0.448 -0.113 0.0796
H -24.14675 -2.60890 8.17322 -0.399 -0.189 0.325 0.0633
H -23.45581 -1.90488 9.66169 0.172 -0.385 0.161 0.0780
C -16.88285 1.30188 -0.48000 0.550 0.145 0.638 -0.0667
C -16.50984 -0.00925 0.23110 0.305 1.884 -0.160 -0.3998
C -16.39301 0.17678 1.80356 -0.657 -0.487 -1.303 -0.1821
O -16.47114 -1.13777 2.26771 0.001 -1.337 1.246 -0.2392
C -16.64015 -1.27976 3.67650 -0.435 -0.968 -1.113 -0.0823
N -17.55551 -0.95003 -0.12536 0.597 -0.292 1.107 0.0685
H -16.12212 2.07973 -0.41415 0.333 -0.075 -0.152 0.0674
H -17.73638 1.73093 0.04488 -0.366 -0.104 -0.172 0.0670
H -17.14608 1.10502 -1.51926 0.002 0.042 0.088 0.0739
H -15.55443 -0.40453 -0.11393 0.117 0.015 -0.116 0.1282
H -17.27598 0.72666 2.12927 -0.099 0.366 0.216 0.1149
H -15.47759 0.60224 2.21477 0.179 0.546 -0.428 0.1208
H -15.75536 -0.87864 4.17082 -0.512 0.337 0.564 0.0942
H -16.76243 -2.33671 3.91316 0.874 -0.393 -0.331 0.0771
H -17.65863 -1.01304 3.95874 0.194 1.420 0.424 0.0863
H -18.43632 -0.49844 0.07545 -0.422 0.303 -0.361 0.0228
H -17.45640 -1.50438 0.71308 -0.566 -1.523 -0.244 0.0442
```
Forces are in eV/Å.

Calculated values
* lowest unoccupied orbital energy: 0.0780 Ha
* HOMO-LUMO gap: 0.3266 Ha
* net charge: -1